Record 1
Molecular formula: C19H28BFO10PS2
Method: DFT, ωB97M-V with the def2-TZVPD basis set

The geometry in XYZ format:
```
62
Properties=species:S:1:pos:R:3:nbo_charge:R:1
C -1.02 4.58 -1.68 -0.623
C -1.55 3.35 -2.44 -0.519
S -0.20 2.49 -3.32 0.183
C -0.20 0.81 -2.66 -0.550
C 0.68 0.68 -1.39 0.015
O 0.36 1.84 -0.56 -0.766
S 1.57 2.45 0.29 1.789
O 0.97 3.47 1.11 -0.942
O 1.87 1.19 1.29 -0.735
C 2.70 0.23 0.55 -0.307
B 4.03 0.02 1.43 1.161
O 5.24 -0.25 0.79 -0.920
O 4.03 0.12 2.79 -0.892
C 1.91 -1.04 0.12 -0.622
C 2.90 -1.69 -0.92 0.794
O 3.26 -0.93 -1.83 -0.751
O 3.24 -2.86 -0.74 -0.756
P 1.69 -2.07 1.62 2.386
O 0.59 -3.05 1.65 -1.139
O 3.03 -2.87 1.92 -0.992
O 1.47 -1.06 2.86 -0.993
C 0.55 -0.67 -0.60 0.121
C 0.17 -1.74 -1.67 -0.443
C 0.21 -3.22 -1.27 -0.459
C 0.03 -4.09 -2.50 0.064
F -1.28 -4.59 -2.55 -0.395
C -0.62 -0.59 0.42 -0.426
C -1.93 0.07 -0.04 -0.462
C -2.79 0.43 1.17 0.100
C -2.78 -0.36 2.33 -0.240
C -3.55 -0.01 3.44 -0.206
C -4.34 1.14 3.42 -0.236
C -4.36 1.91 2.26 -0.214
C -3.59 1.57 1.15 -0.235
H -1.47 4.66 -0.70 0.220
H 0.05 4.49 -1.52 0.223
H -1.16 5.49 -2.25 0.197
H -2.22 3.71 -3.22 0.209
H -2.06 2.66 -1.78 0.217
H 0.29 0.24 -3.44 0.244
H -1.20 0.40 -2.55 0.222
H 1.68 0.80 -1.79 0.244
H 3.09 0.72 -0.35 0.253
H 5.72 0.58 0.73 0.497
H 3.50 0.86 3.08 0.508
H 3.72 -2.70 1.26 0.529
H 1.14 -1.62 3.57 0.507
H 0.84 -1.63 -2.52 0.220
H -0.86 -1.58 -1.97 0.203
H 1.08 -3.52 -0.70 0.263
H -0.65 -3.43 -0.64 0.223
H 0.13 -3.49 -3.41 0.149
H 0.72 -4.93 -2.52 0.168
H -0.89 -1.62 0.59 0.236
H -0.27 -0.16 1.35 0.226
H -1.81 0.99 -0.59 0.205
H -2.52 -0.65 -0.60 0.209
H -2.19 -1.25 2.41 0.224
H -3.50 -0.64 4.32 0.205
H -4.91 1.40 4.30 0.204
H -4.96 2.81 2.24 0.203
H -3.59 2.16 0.25 0.201
```

Summary:
orbital gap: 0.31347 Eh
HOMO energy: -6.09 eV
charge: -1

=====

Record 2
Molecular formula: C12H26Cl3N2O3P
Method: DFT, ωB97M-V with the def2-TZVPD basis set

The geometry in XYZ format:
```
47
Properties=species:S:1:pos:R:3:nbo_charge:R:1
O -2.29 -1.64 1.06 -1.134
Cl -1.82 -3.02 -4.16 -0.040
Cl 2.70 -1.81 -2.90 -0.030
Cl -4.14 2.34 3.31 -0.079
O 0.19 -1.79 1.31 -0.985
O -1.09 0.41 0.23 -0.782
N 1.61 1.40 0.92 -0.483
N -1.07 -1.83 -1.29 -0.777
C 3.22 -0.39 1.48 -0.597
C 1.97 2.00 -1.41 -0.612
C -2.86 -2.74 -2.81 -0.413
C 1.35 -2.28 -1.92 -0.403
C -3.23 1.12 2.36 -0.366
C 2.40 0.74 1.92 -0.210
C 2.42 2.32 0.01 -0.220
C -2.40 -1.60 -1.91 -0.250
C 0.15 -1.47 -2.18 -0.240
C 0.24 2.00 1.19 -0.192
C -2.03 1.95 1.86 -0.439
C -0.85 1.05 1.46 0.032
P -1.12 -1.23 0.38 2.477
H -0.04 -2.72 1.57 0.518
H 2.68 -0.97 0.79 0.206
H 3.59 -0.97 2.32 0.212
H 4.06 -0.01 0.97 0.196
H 0.90 2.35 -1.62 0.200
H 2.74 2.39 -2.01 0.207
H 2.01 0.93 -1.64 0.215
H -3.89 -2.70 -3.24 0.235
H -2.81 -3.68 -2.14 0.224
H 1.00 -3.35 -2.12 0.225
H 1.68 -2.11 -0.96 0.216
H -3.82 0.54 1.60 0.243
H -2.75 0.39 3.05 0.214
H 1.75 0.49 2.77 0.185
H 3.14 1.47 2.22 0.163
H 2.28 3.33 0.31 0.182
H 3.53 2.03 0.01 0.196
H -2.23 -0.69 -2.54 0.185
H -3.14 -1.29 -1.15 0.251
H 0.25 -0.35 -2.09 0.203
H -0.16 -1.63 -3.17 0.225
H 0.06 2.75 0.37 0.208
H 0.34 2.56 2.10 0.172
H -2.35 2.45 0.97 0.216
H -1.79 2.77 2.52 0.237
H -0.39 0.46 2.20 0.208
```

Summary:
SMILES: CCN(CC)C[C@@H](CCCl)O[P@](=O)(O)N(CCCl)CCCl
orbital gap: 0.31948 Eh
HOMO energy: -8.17 eV

=====

Record 3
Molecular formula: C3H11N3
Method: DFT, ωB97M-V with the def2-TZVPD basis set

The geometry in XYZ format:
```
17
Properties=species:S:1:pos:R:3:nbo_charge:R:1
C 1.79 -0.45 1.33 -0.605
C 2.25 -0.86 0.11 0.037
N 1.68 -1.44 -1.03 -0.823
H 0.87 -1.02 1.77 0.203
H 2.47 -0.01 2.17 0.228
H 3.32 -0.85 -0.06 0.173
H 2.33 -1.36 -1.82 0.397
H 0.68 -1.24 -1.08 0.393
N -0.74 1.39 0.05 -0.919
C -2.19 1.20 0.01 -0.055
N -2.52 -0.06 -0.57 -0.864
H -0.20 1.56 -0.80 0.358
H -0.14 0.91 0.74 0.385
H -2.44 1.20 1.13 0.183
H -2.59 2.10 -0.44 0.192
H -2.39 -0.27 -1.52 0.362
H -2.18 -0.80 0.00 0.355
```

Summary:
energy relative to the best compared isomer or geometry (same formula, charge and spin): 56.0 kcal per mole
SMILES: C=CN.NCN
orbital gap: 0.33486 Eh
HOMO energy: -8.22 eV

=====

Record 4
Molecular formula: C38H54F6IrNO4P3S2Si
Method: DFT, ωB97M-V with the def2-TZVPD basis set

The geometry in XYZ format:
```
110
Properties=species:S:1:pos:R:3:mulliken_spin:R:1
Ir 0.03 -0.26 -1.28 1.933
C -3.04 -2.62 -1.45 -0.014
C -1.89 -3.25 -2.24 -0.008
C -2.12 -4.75 -2.44 0.014
P -0.30 -2.82 -1.41 0.486
C 1.12 -3.60 -2.27 0.074
C 1.45 -5.06 -1.97 0.033
C 0.94 -3.33 -3.78 0.020
C -0.55 -3.37 0.29 -0.060
C -0.59 -4.74 0.57 0.003
C -0.91 -5.20 1.84 0.003
C -1.20 -4.29 2.84 0.001
C -1.16 -2.93 2.57 -0.011
C -0.83 -2.44 1.31 0.130
Si -0.66 -0.57 1.09 0.711
C -2.11 0.39 1.83 -0.074
C -3.26 -0.33 2.19 0.011
C -4.46 0.29 2.52 0.014
C -4.56 1.67 2.45 0.015
C -3.46 2.42 2.08 0.030
C -2.23 1.80 1.81 0.279
P -0.87 2.91 1.44 0.227
C -1.43 4.39 0.53 0.116
C -0.37 4.73 -0.53 0.109
C -1.77 5.62 1.39 0.028
C 0.17 3.23 2.92 0.133
C 1.41 4.07 2.55 0.006
C -0.63 3.82 4.09 0.061
C 0.84 -0.16 2.15 -0.012
C 0.72 -0.22 3.55 -0.019
C 1.79 0.08 4.38 0.005
C 3.01 0.47 3.83 0.010
C 3.15 0.54 2.45 -0.009
C 2.08 0.21 1.60 -0.022
P 2.36 0.09 -0.19 0.266
C 3.53 -1.33 -0.38 0.015
C 5.00 -1.06 -0.06 0.018
C 3.02 -2.51 0.45 0.002
C 3.06 1.67 -0.83 0.024
C 3.43 1.46 -2.31 0.032
C 4.23 2.33 -0.09 0.032
H -3.97 -2.71 -2.03 0.001
H -2.88 -1.56 -1.26 0.024
H -3.19 -3.13 -0.50 0.002
H -1.83 -2.77 -3.22 0.018
H -2.23 -5.28 -1.49 0.000
H -1.33 -5.23 -3.03 -0.003
H -3.06 -4.88 -3.00 0.002
H 1.97 -3.00 -1.93 -0.022
H 0.63 -5.74 -2.23 -0.004
H 1.72 -5.22 -0.93 0.003
H 2.31 -5.35 -2.58 0.000
H 0.18 -3.98 -4.21 0.000
H 1.88 -3.55 -4.29 0.003
H 0.68 -2.29 -3.99 0.000
H -0.37 -5.47 -0.20 -0.001
H -0.92 -6.26 2.04 0.000
H -1.46 -4.63 3.84 0.000
H -1.39 -2.24 3.38 0.004
H -3.22 -1.42 2.19 0.010
H -5.32 -0.30 2.80 0.000
H -5.50 2.16 2.68 0.001
H -3.55 3.50 2.01 0.002
H -2.33 4.05 0.02 -0.010
H 0.57 5.04 -0.08 0.009
H -0.74 5.55 -1.15 0.002
H -0.18 3.88 -1.20 -0.027
H -0.88 6.06 1.84 0.002
H -2.50 5.42 2.17 -0.007
H -2.21 6.36 0.72 0.005
H 0.49 2.23 3.19 -0.015
H 1.14 5.10 2.31 0.005
H 1.96 3.64 1.71 0.007
H 2.08 4.10 3.41 0.001
H -0.82 4.88 3.97 0.000
H -0.02 3.70 4.99 0.005
H -1.57 3.30 4.26 -0.002
H -0.23 -0.48 4.00 -0.003
H 1.68 0.01 5.45 -0.001
H 3.85 0.72 4.47 0.000
H 4.11 0.83 2.05 -0.001
H 3.47 -1.58 -1.45 0.036
H 5.14 -0.74 0.98 -0.002
H 5.46 -0.33 -0.72 0.001
H 5.55 -2.00 -0.17 0.001
H 3.27 -2.37 1.50 0.001
H 3.50 -3.43 0.11 -0.001
H 1.94 -2.64 0.40 0.021
H 2.20 2.34 -0.76 0.018
H 4.22 0.71 -2.41 0.004
H 3.83 2.39 -2.72 0.000
H 2.59 1.16 -2.92 -0.005
H 5.13 1.72 -0.10 -0.002
H 3.99 2.59 0.94 0.000
H 4.46 3.26 -0.61 0.001
F -4.14 0.25 -2.92 0.000
C -4.10 1.27 -2.07 0.008
F -4.14 0.80 -0.82 0.006
F -5.11 2.08 -2.28 0.000
S -2.51 2.22 -2.29 0.031
O -1.59 1.71 -1.24 0.101
O -2.86 3.60 -2.20 0.013
N -2.00 1.81 -3.73 0.003
S -0.93 0.69 -3.82 0.018
O -1.37 -0.61 -3.27 0.064
O 0.39 1.03 -3.29 0.064
C -0.76 0.47 -5.66 0.001
F -1.69 -0.38 -6.05 0.001
F 0.44 -0.04 -5.86 0.000
F -0.89 1.63 -6.26 0.000
```

Summary:
orbital gap (alpha / beta): 0.26942 / 0.23214 Eh
2S+1: 6
expectation value of S²: 8.760
HOMO energy (alpha / beta): -11.94 / -14.34 eV
charge: +2

=====

Record 5
Molecular formula: C6H13N2O2
Method: DFT, ωB97M-V with the def2-TZVPD basis set

The geometry in XYZ format:
```
23
Properties=species:S:1:pos:R:3:nbo_charge:R:1
C 1.78 -0.01 -0.03 0.454
C -0.77 -0.88 -0.09 0.440
C -0.86 0.61 0.00 0.390
C 2.38 1.34 0.05 -0.721
C -1.54 -1.70 -1.02 -0.708
C -1.02 1.25 1.32 -0.684
N 0.38 0.05 -0.57 -0.480
N 2.20 -1.17 0.24 -0.557
O -0.34 -1.54 0.99 -0.644
O -1.70 0.99 -1.04 -0.701
H 2.84 1.49 -0.87 0.260
H 3.14 1.43 0.77 0.265
H 1.68 2.25 -0.02 0.250
H -0.85 -2.46 -1.40 0.253
H -1.88 -1.27 -1.98 0.271
H -2.40 -2.25 -0.42 0.267
H -1.68 0.78 2.09 0.265
H -1.47 2.27 1.19 0.257
H -0.19 1.37 1.86 0.242
H 0.27 0.45 -1.56 0.466
H 3.16 -1.29 0.55 0.393
H -0.51 -2.51 0.80 0.511
H -2.62 0.79 -0.86 0.511
```

Summary:
energy relative to the best compared isomer or geometry (same formula, charge and spin): 85.3 kcal per mole
SMILES: [H]/N=C(\C)[NH+]1[C@@](C)(O)[C@]1(C)O
orbital gap: 0.41438 Eh
HOMO energy: -14.16 eV
charge: +1

=====

Record 6
Molecular formula: C10H13N5O2
Method: DFT, ωB97M-V with the def2-TZVPD basis set

The geometry in XYZ format:
```
30
Properties=species:S:1:pos:R:3:nbo_charge:R:1
O 2.80 -0.67 2.04 -0.571
N 4.37 4.03 -1.40 -0.780
N 2.79 1.74 0.70 -0.146
O -2.19 0.87 -1.28 -0.697
C 1.77 -0.26 1.57 0.544
C 4.21 3.15 -0.49 0.568
C 0.59 -1.05 1.75 -0.431
C 0.35 1.38 0.21 -0.180
C -0.64 -0.62 1.26 0.228
C -0.77 0.60 0.51 -0.054
C 1.69 1.02 0.80 0.034
N 5.33 2.46 -0.17 -0.824
N 2.98 2.90 0.04 -0.404
N -1.88 -1.25 1.39 -0.397
C -2.08 -2.56 2.06 -0.408
C -2.18 0.80 0.15 0.050
C -2.91 -0.48 0.68 -0.223
H 5.32 4.16 -1.70 0.334
H -1.88 0.01 -1.63 0.469
H 0.70 -1.98 2.29 0.229
H 0.23 2.28 -0.39 0.217
H 6.08 2.53 -0.87 0.397
H 5.19 1.63 0.36 0.408
H 2.22 3.39 -0.42 0.392
H -1.44 -3.32 1.63 0.212
H -3.14 -2.87 1.90 0.215
H -1.92 -2.47 3.15 0.211
H -2.59 1.71 0.60 0.211
H -3.36 -1.02 -0.17 0.197
H -3.77 -0.22 1.32 0.201
```

Summary:
energy relative to the best compared isomer or geometry (same formula, charge and spin): 80.5 kcal per mole
SMILES: [H]/N=C(\N)N/N=C1\C=C2C(=CC1=O)N(C)C[C@@H]2O
orbital gap: 0.26228 Eh
HOMO energy: -8.13 eV

=====

Q: What is the formula in the fourth record?
A: C38H54F6IrNO4P3S2Si